(1)
Density functional theory data (ωB97M-V with the def2-TZVPD basis set) for 3 unconnected molecules or ions with the total composition C5H13NO2 in a non-equilibrium geometry.

Summary:
- strongest force on any atom (eV Å⁻¹) = 1.23
- M (g mol⁻¹) = 119.2
- HOMO-LUMO gap (eV) = 5.74
- LUMO energy (Ha) = -0.07538

Last column: Mulliken charge in e.
Cartesian coordinates (Å):
N (-0.29, 1.36, -0.18)  -0.7586
C (0.28, 0.12, -0.01)  0.5694
C (-0.64, -0.97, 0.30)  -0.7823
C (3.95, -0.85, 0.13)  -1.1685
C (2.46, -0.93, 0.25)  0.1771
C (1.66, 0.01, -0.26)  -0.4566
H (-0.94, 1.28, -0.99)  0.4095
H (-1.01, 1.43, 0.59)  0.4530
H (-1.60, -0.44, 0.29)  0.0697
H (-0.58, -1.81, -0.39)  0.3604
H (4.39, -1.26, 1.04)  0.3432
H (4.24, 0.19, -0.03)  0.3517
H (4.32, -1.47, -0.69)  0.2976
H (2.06, -1.68, 0.93)  0.3760
H (2.13, 0.80, -0.84)  0.3509
H (-3.78, 0.52, -1.75)  0.2773
H (-3.62, 0.61, 1.64)  0.1148
O (-2.81, 0.58, 1.12)  -0.9817
H (-2.96, 0.75, -0.42)  0.3983
H (-0.56, -1.39, 1.31)  0.3281
O (-2.88, 0.59, -1.43)  -0.7295



(2)
Density functional theory data (ωB97M-V with the def2-TZVPD basis set) for 3 unconnected molecules or ions with the total composition C5H13NO2 in a non-equilibrium geometry.

Summary:
- strongest force on any atom (eV Å⁻¹) = 2.07
- SMILES = C=C/C=C(/C)N.O.O
- M (g mol⁻¹) = 119.2
- HOMO-LUMO gap (eV) = 8.96
- LUMO energy (Ha) = 0.02873

Last column: Mulliken charge in e.
Cartesian coordinates (Å):
N (1.05, 0.05, 1.68)  -0.4559
C (0.54, 0.89, 0.69)  0.4365
C (0.54, 0.61, -0.62)  -0.2283
C (1.21, -0.63, -1.13)  -0.5367
C (1.03, -1.86, -0.62)  -0.5788
C (0.16, 2.29, 1.12)  -1.4546
H (1.20, 0.51, 2.56)  0.2496
H (1.79, -0.54, 1.34)  0.2036
H (-0.01, 1.24, -1.31)  0.5073
H (1.77, -0.42, -2.03)  0.3059
H (1.25, -2.75, -1.19)  0.2322
H (0.57, -2.09, 0.32)  0.2783
H (0.09, 2.97, 0.26)  0.3477
H (1.09, 2.72, 1.51)  0.3739
H (-0.69, 2.45, 1.77)  0.3327
H (-1.44, -0.55, 0.98)  0.2811
H (-1.92, -1.76, 0.44)  0.3159
O (-2.17, -0.84, 0.42)  -0.5982
H (-2.78, -0.97, -1.96)  0.2994
H (-1.44, -0.25, -1.95)  0.3209
O (-1.87, -1.06, -2.29)  -0.6326



(3)
Density functional theory data (ωB97M-V with the def2-TZVPD basis set) for 2 unconnected molecules or ions with the total composition C5H13NO2 in a non-equilibrium geometry.

Summary:
- strongest force on any atom (eV Å⁻¹) = 1.57
- SMILES = CC[C@@H](C)NC=O.O
- M (g mol⁻¹) = 119.2
- HOMO-LUMO gap (eV) = 10.62
- LUMO energy (Ha) = 0.02790

Last column: Mulliken charge in e.
Cartesian coordinates (Å):
C (-1.31, -1.37, 1.24)  -0.1589
N (-0.21, -0.74, 0.76)  -0.1228
C (2.44, 0.62, 0.76)  -1.2484
C (1.23, 0.95, -0.14)  -0.7468
C (-0.12, 0.70, 0.56)  0.3825
C (-1.26, 1.22, -0.36)  -1.2365
O (-2.44, -0.91, 1.24)  -0.5313
H (-1.15, -2.38, 1.65)  0.3744
H (0.68, -1.16, 1.00)  0.2710
H (3.05, -0.18, 0.33)  0.3073
H (3.12, 1.47, 0.78)  0.3447
H (2.12, 0.38, 1.77)  0.3736
H (1.25, 1.97, -0.52)  0.4450
H (1.23, 0.27, -1.00)  0.2964
H (-0.08, 1.27, 1.49)  0.2815
H (-0.81, 1.61, -1.27)  0.4020
H (-2.00, 1.86, 0.12)  0.3001
H (-1.77, 0.31, -0.66)  0.2725
H (-1.12, -1.58, -1.87)  0.3497
H (-1.53, -2.60, -3.07)  0.3001
O (-1.30, -1.71, -2.80)  -0.6560



(4)
Density functional theory data (ωB97M-V with the def2-TZVPD basis set) for 3 unconnected molecules or ions with the total composition C5H13NO2 in a non-equilibrium geometry.

Summary:
- strongest force on any atom (eV Å⁻¹) = 4.21
- M (g mol⁻¹) = 119.2
- HOMO-LUMO gap (eV) = 4.39
- LUMO energy (Ha) = -0.10569

Last column: Mulliken charge in e.
Cartesian coordinates (Å):
N (-0.39, 1.81, 0.02)  -0.4880
C (0.19, 0.46, -0.04)  0.4463
C (-0.53, -0.62, 0.76)  -0.9606
C (3.31, -0.92, -1.95)  -1.0809
C (2.03, -1.03, -1.14)  0.1285
C (1.18, 0.15, -1.01)  -0.4444
H (0.19, 2.40, 0.67)  0.3306
H (-1.37, 1.78, 0.40)  0.3437
H (0.02, -1.55, 0.77)  0.3949
H (-1.48, -0.76, 0.28)  0.2809
H (3.68, -1.93, -2.40)  0.3150
H (3.10, -0.33, -2.83)  0.3450
H (4.09, -0.37, -1.44)  0.3116
H (1.89, -1.98, -0.53)  0.2695
H (1.43, 0.91, -1.69)  0.3959
H (-3.27, 0.43, 1.45)  0.3970
H (-3.95, -1.00, 0.87)  0.2546
O (-3.79, -0.09, 0.62)  -0.7687
H (-3.16, 1.52, 3.10)  0.1747
H (-0.59, -0.25, 1.78)  0.3466
O (-2.59, 1.37, 2.30)  -0.9921



(5)
Density functional theory data (ωB97M-V with the def2-TZVPD basis set) for a molecular structure, C5H13NO2 in a non-equilibrium geometry.

Summary:
- strongest force on any atom (eV Å⁻¹) = 3.23
- M (g mol⁻¹) = 119.2
- HOMO-LUMO gap (eV) = 7.17
- LUMO energy (Ha) = 0.02748

Last column: Mulliken charge in e.
Cartesian coordinates (Å):
C (-0.21, 0.62, -1.22)  1.1040
C (-1.05, -0.40, -1.71)  -1.6053
C (1.61, 0.99, 0.95)  -0.9621
N (0.73, -0.02, 0.36)  -0.2790
O (0.87, 1.06, -2.01)  -0.5377
O (-0.86, 1.74, -0.72)  -0.5354
H (0.97, 0.43, -2.73)  0.3421
H (-0.29, 2.49, -0.92)  0.3131
H (1.29, -0.81, 0.05)  0.2998
H (-2.06, -0.12, -1.96)  0.2511
H (-0.58, -1.20, -2.27)  0.3585
H (-1.24, -1.44, -0.19)  0.1343
H (1.01, 1.88, 1.14)  0.3418
H (2.41, 1.24, 0.26)  0.3373
H (2.04, 0.66, 1.90)  0.3318
C (-0.28, -0.57, 1.50)  -0.4601
C (-1.10, -1.69, 0.99)  -0.7474
H (-0.63, -2.67, 1.11)  0.3101
H (0.35, -0.84, 2.35)  0.3668
H (-0.86, 0.32, 1.72)  0.3105
H (-2.12, -1.68, 1.39)  0.3258



(6)
Density functional theory data (ωB97M-V with the def2-TZVPD basis set) for a molecular structure, C5H13NO2 in a non-equilibrium geometry.

Summary:
- strongest force on any atom (eV Å⁻¹) = 3.11
- M (g mol⁻¹) = 119.2
- HOMO-LUMO gap (eV) = 9.35
- LUMO energy (Ha) = 0.02359

Last column: Mulliken charge in e.
Cartesian coordinates (Å):
C (1.01, 0.18, -0.28)  1.4020
C (-1.42, 0.30, 0.34)  0.3124
C (-0.06, 0.93, 0.55)  -1.0963
C (1.96, -0.63, 0.60)  -1.7269
C (-1.67, -1.07, 0.89)  -1.1579
N (1.80, 1.17, -1.00)  -0.7520
O (0.33, -0.70, -1.15)  -0.8088
O (-1.74, 0.49, -1.44)  -0.6720
H (-0.61, -0.18, -1.63)  0.4654
H (-2.54, 0.00, -1.67)  0.3145
H (-2.23, 0.99, 0.59)  0.3997
H (1.22, 1.62, -1.70)  0.2544
H (2.56, 0.71, -1.49)  0.2775
H (-0.10, 1.97, 0.22)  0.3587
H (0.17, 0.94, 1.62)  0.3287
H (1.40, -1.32, 1.23)  0.3584
H (2.63, -1.22, -0.03)  0.4004
H (2.55, 0.03, 1.23)  0.3793
H (-0.84, -1.75, 0.71)  0.2517
H (-1.86, -0.97, 1.96)  0.3471
H (-2.57, -1.50, 0.44)  0.3637



> Which of these has the lowest LUMO energy?

number 4



Please write out number 5 again, unchanged.
Density functional theory data (ωB97M-V with the def2-TZVPD basis set) for a molecular structure, C5H13NO2 in a non-equilibrium geometry.

Summary:
- strongest force on any atom (eV Å⁻¹) = 3.23
- M (g mol⁻¹) = 119.2
- HOMO-LUMO gap (eV) = 7.17
- LUMO energy (Ha) = 0.02748

Last column: Mulliken charge in e.
Cartesian coordinates (Å):
C (-0.21, 0.62, -1.22)  1.1040
C (-1.05, -0.40, -1.71)  -1.6053
C (1.61, 0.99, 0.95)  -0.9621
N (0.73, -0.02, 0.36)  -0.2790
O (0.87, 1.06, -2.01)  -0.5377
O (-0.86, 1.74, -0.72)  -0.5354
H (0.97, 0.43, -2.73)  0.3421
H (-0.29, 2.49, -0.92)  0.3131
H (1.29, -0.81, 0.05)  0.2998
H (-2.06, -0.12, -1.96)  0.2511
H (-0.58, -1.20, -2.27)  0.3585
H (-1.24, -1.44, -0.19)  0.1343
H (1.01, 1.88, 1.14)  0.3418
H (2.41, 1.24, 0.26)  0.3373
H (2.04, 0.66, 1.90)  0.3318
C (-0.28, -0.57, 1.50)  -0.4601
C (-1.10, -1.69, 0.99)  -0.7474
H (-0.63, -2.67, 1.11)  0.3101
H (0.35, -0.84, 2.35)  0.3668
H (-0.86, 0.32, 1.72)  0.3105
H (-2.12, -1.68, 1.39)  0.3258